The following is a quantum chemistry calculation of C39H30N2O4P2Pd as an isolated structure, from the Open Molecules 2025 dataset.

Element x y z (Å)
1 Pd 1.13745 0.43732 -0.08449
2 N -1.38871 -0.11687 -1.60293
3 P -0.51671 -1.56056 -1.18747
4 C 0.03126 -2.16556 -2.82584
5 C -0.81645 -2.32523 -3.92110
6 C -0.31339 -2.75191 -5.13789
7 C 1.04361 -3.03063 -5.26909
8 C 1.89336 -2.87909 -4.18539
9 C 1.38721 -2.44149 -2.96708
10 C -1.87366 -2.73075 -0.82858
11 C -3.22680 -2.41814 -0.76481
12 C -4.16266 -3.39240 -0.43850
13 C -3.75489 -4.68886 -0.17232
14 C -2.40371 -5.00941 -0.22302
15 C -1.47224 -4.03640 -0.53915
16 P -0.56547 1.28038 -1.17777
17 C -1.83879 2.46388 -0.64473
18 C -2.10417 3.60008 -1.41293
19 C -3.11176 4.47734 -1.03916
20 C -3.86845 4.22375 0.09409
21 C -3.62442 3.08604 0.84996
22 C -2.61801 2.20773 0.48465
23 C 0.11933 2.00871 -2.68164
24 C 1.00638 3.07757 -2.55442
25 C 1.59414 3.62673 -3.67994
26 C 1.31478 3.09893 -4.93564
27 C 0.45326 2.02100 -5.06166
28 C -0.14395 1.47110 -3.93424
29 H -2.37114 -0.08476 -1.83121
30 H -1.87670 -2.11920 -3.81608
31 H -0.97564 -2.87487 -5.98554
32 H 1.43483 -3.36750 -6.22058
33 H 2.94971 -3.09174 -4.28893
34 H 2.04760 -2.29122 -2.12082
35 H -3.57815 -1.40995 -0.94627
36 H -5.21208 -3.13174 -0.38918
37 H -4.48443 -5.44632 0.08250
38 H -2.07596 -6.01787 -0.00630
39 H -0.41729 -4.28859 -0.56384
40 H -1.52474 3.80300 -2.30108
41 H -3.30664 5.35722 -1.63810
42 H -4.65221 4.91113 0.38558
43 H -4.21524 2.87918 1.73304
44 H -2.42214 1.32344 1.07318
45 H 1.24455 3.46715 -1.57070
46 H 2.28151 4.45656 -3.57989
47 H 1.78140 3.52336 -5.81527
48 H 0.24902 1.59908 -6.03723
49 H -0.79822 0.61364 -4.02550
50 O 3.33826 0.00474 0.36078
51 C 3.51325 0.18743 -0.86495
52 O 2.53553 0.48683 -1.62747
53 C 4.86900 0.04988 -1.47876
54 C 5.01925 0.18249 -2.85534
55 C 6.27044 0.04496 -3.43000
56 C 7.34906 -0.21760 -2.60343
57 C 7.22408 -0.35228 -1.23215
58 C 5.96643 -0.21864 -0.66937
59 N 8.68690 -0.36112 -3.21100
60 O 8.76739 -0.27818 -4.41988
61 O 9.61973 -0.59264 -2.46983
62 H 4.14804 0.39214 -3.46097
63 H 6.42410 0.13895 -4.49438
64 H 8.09852 -0.55800 -0.63345
65 H 5.81738 -0.32060 0.39661
66 C -0.01197 0.35610 1.50256
67 C -0.72304 0.30545 2.48161
68 C -1.57245 0.23003 3.63453
69 C -1.86996 1.38207 4.36736
70 C -2.71628 1.31891 5.46295
71 C -3.27878 0.10804 5.84296
72 C -2.98807 -1.04169 5.12047
73 C -2.14368 -0.98422 4.02402
74 H -1.42422 2.32234 4.06944
75 H -2.93486 2.21885 6.02363
76 H -3.93841 0.05989 6.69966
77 H -3.42228 -1.98938 5.41261
78 H -1.91525 -1.87711 3.45669

Results
Largest force on an atom (eV Å⁻¹): 0.87
DFT total energy (eV): -74155.397
Frontier orbital gap (hartree): 0.2746
Energy above the lowest of the compared OMol25 structures with the same formula, charge and spin (kJ/mol): 0.00

Löwdin population analysis, charges in e, atoms 1 to 5: 0.707, -0.346, 0.988, -0.373, -0.102



The following is a quantum chemistry calculation of a 2-piece molecular cluster, C3H9NO4 overall at a distorted geometry, from the Open Molecules 2025 dataset.

Element x y z (Å)
1 N -1.45021 1.47183 0.53614
2 C -0.67913 1.02957 -0.49979
3 O -1.37249 0.46416 -1.52975
4 C 0.67701 1.07625 -0.51971
5 O 1.37903 1.73686 0.45092
6 O 1.36000 0.67431 -1.63576
7 H -1.22457 0.95386 1.38626
8 H -2.42632 1.26956 0.31661
9 H -0.70734 0.30898 -2.23075
10 H 0.71300 2.25189 0.94917
11 H 2.29367 0.82682 -1.39417
12 C 0.59439 -2.12886 0.76559
13 O -0.76887 -1.67172 1.03117
14 H 1.33283 -1.32036 0.80767
15 H 0.84188 -2.81702 1.57468
16 H 0.61997 -2.66887 -0.18175
17 H -1.18285 -1.45725 0.17346

Results
Largest force on an atom (eV Å⁻¹): 3.28
DFT total energy (eV): -12935.523
Frontier orbital gap (hartree): 0.2845
Energy above the lowest of the compared OMol25 structures with the same formula, charge and spin (kJ/mol): 181.56

natural (NBO) population analysis, charges in e, atoms 1 to 5: -0.853, 0.283, -0.699, 0.405, -0.706



The following is a quantum chemistry calculation of C4H2Br2Cl2F2N2 as an isolated structure at a distorted geometry, from the Open Molecules 2025 dataset.

Element x y z (Å)
1 C -0.06858 -1.45778 -0.03483
2 C 1.18135 -0.97428 0.12948
3 C -1.36316 -0.62958 -0.25234
4 C -1.03213 1.79258 0.19928
5 N 1.49393 0.36965 0.08816
6 N -1.29023 0.57937 0.46908
7 F 2.17155 -1.79540 0.30352
8 F -1.70764 -0.53833 -1.56781
9 Cl -0.35723 -3.15884 0.03743
10 Cl -0.44477 2.34760 -1.29488
11 Br 3.01012 0.73132 -1.00942
12 Br 1.64862 1.51387 1.65500
13 H -2.03320 -1.23238 0.19545
14 H -1.20862 2.45221 1.08188

Results
Largest force on an atom (eV Å⁻¹): 3.97
DFT total energy (eV): -177721.491
Frontier orbital gap (hartree): 0.3023
Energy above the lowest of the compared OMol25 structures with the same formula, charge and spin (kJ/mol): 14.55

natural (NBO) population analysis, charges in e, atoms 1 to 5: -0.103, 0.467, 0.315, 0.091, -0.619